# 1
54
Properties=species:S:1:pos:R:3 method="wB97M-V/def2-TZVPD" total_energy_ha=-2997.98177 charge=+3 homo_energy_ev=-19.27 orbital_gap_ev=6.15 fmax_ev_per_a=3.14
Ti -0.0098 0.1575 0.3389
P -2.3170 -0.2353 -0.2586
P 2.2073 -0.8436 -0.1514
F -1.1732 3.0273 2.8385
F -0.7476 -0.9656 3.8835
F 1.4418 -0.8692 3.6868
F 0.4603 -0.0459 5.4589
F -2.1354 1.2038 3.6289
F -1.0773 2.5722 4.9734
O -1.4607 -3.0364 -4.2420
O -0.2581 -4.3394 -0.0752
O 0.0387 0.9441 1.9379
N 0.1237 1.0025 -1.5880
C 1.5962 1.8091 -3.2487
C -1.0351 2.0019 3.7415
C -3.5634 -1.5791 -0.1614
C 2.6877 -2.1883 -1.2791
C 3.5747 -0.8720 1.0633
C 2.5762 0.6598 -1.1679
C 0.3329 -0.1768 4.1092
C 0.4788 2.1264 -4.0081
C 1.5199 2.0021 3.4750
C -3.2312 1.2009 0.4462
C -2.2959 0.4959 -1.9769
C -0.7988 1.6553 -3.6634
C 0.2509 1.1976 3.3427
C 1.4160 1.1565 -2.0379
C -0.9273 0.9272 -2.4665
H 2.6865 -3.1611 -0.7588
H 2.9653 1.4647 -0.5314
H 3.4928 -1.7493 1.7182
H 3.4304 0.3419 -1.7768
H -3.1246 -2.4900 -0.6034
H 0.0818 -4.2377 -1.0170
H -1.1721 -3.0666 -3.3336
H -4.4387 -1.2759 -0.7563
H -2.7125 -0.3048 -2.5737
H 1.3486 2.9380 2.9454
H -3.1122 1.2873 -1.9299
H 3.5831 0.0191 1.7049
H 0.0628 -3.5334 0.3128
H 3.7016 -2.0023 -1.6713
H 2.6050 2.1827 -3.4987
H 2.0046 -2.2479 -2.1397
H -3.3454 1.2375 1.5344
H -4.2331 1.1903 -0.0014
H -1.6889 1.7718 -4.2816
H 0.5768 2.6756 -4.9617
H 1.8185 2.1824 4.5086
H -2.7737 2.1525 0.1531
H -3.9027 -1.7678 0.8777
H -2.4091 -3.1321 -4.0648
H 4.5593 -0.9262 0.5775
H 2.3215 1.4624 2.9678

=====

# 2
84
Properties=species:S:1:pos:R:3 method="wB97M-V/def2-TZVPD" total_energy_ha=-2585.69692 charge=0 homo_energy_ev=-10.36 orbital_gap_ev=10.52 fmax_ev_per_a=3.13
O -2.4417 -0.7759 2.3960
O -0.7290 -2.7139 -0.1621
O 1.9605 -4.2270 4.3253
O 3.8445 -3.2919 3.4526
O 2.6148 3.2450 -5.2289
O -2.4674 -2.3571 -1.5313
O -3.8550 1.7862 -2.8833
O -3.6411 -2.5989 2.4154
O -5.8952 2.1724 -1.9958
O 5.3003 -1.8477 0.3386
O -5.3568 0.1763 -2.7288
O -0.3825 -2.7596 -2.3081
O 3.1838 2.0220 -3.4483
O 1.8134 -2.6200 2.8652
O 3.4948 -1.6274 -0.9968
O 2.2135 1.0206 -5.1506
O 3.7180 -0.4069 0.8208
O -2.2256 -2.1332 4.1347
N 1.9707 1.8775 3.1980
N -2.6494 2.2474 0.0666
N -1.5416 5.0458 -2.1199
N -0.3231 0.0040 -1.2378
C 0.5608 -3.6995 4.4337
C -4.2734 -0.4551 -3.5048
C -0.1417 0.4352 -0.1898
C 0.4785 -2.9085 3.1363
C -2.7715 -1.8769 3.0609
C 4.4483 -0.3598 2.0320
C -3.3480 -0.6842 1.2078
C 1.7618 2.7669 3.8963
C 2.3601 0.0020 -4.1399
C 4.1559 -1.3605 -0.0265
C 0.0663 3.4254 -3.5396
C 0.9403 -2.9679 -1.7963
C -3.1374 0.5556 -3.1753
C 3.3605 0.6300 -3.1700
C -3.1453 3.2882 0.1943
C 2.6646 -3.4060 3.5419
C 2.7180 2.1890 -4.6743
C -0.8276 4.3208 -2.6781
C 0.2151 0.8988 1.1411
C -5.0837 1.4619 -2.5139
C -1.2758 -2.5753 -1.3409
C 1.5487 3.8813 4.8661
C 5.5605 -1.4343 1.7256
C 0.6791 -2.9311 -0.3071
C -3.8505 4.5412 0.3599
C -4.2882 -1.8590 1.3522
H 4.4416 0.4039 -3.3433
H -0.0527 -1.9629 3.3095
H -3.8787 0.2471 1.2011
H -0.3972 2.4757 -3.7939
H 0.6425 0.0838 1.7291
H 5.4372 -2.3470 2.3020
H 4.9382 0.6313 2.1583
H 0.9334 -3.8105 0.2469
H -2.5192 0.3414 -2.3122
H 1.6408 4.8572 4.3716
H 6.6010 -1.0389 1.7611
H 0.0047 -3.5136 2.3381
H 1.3807 -3.8684 -2.2859
H -3.4197 5.1138 1.1552
H 1.1825 -2.0996 0.1191
H -4.2435 -1.4476 -3.0441
H 0.5289 3.8924 5.2230
H -0.6320 1.3057 1.6639
H -2.7493 -0.7417 0.2826
H 3.8367 -0.5262 2.8875
H -4.9267 4.4027 0.5953
H -4.5317 -0.5740 -4.5803
H 1.0187 3.2565 -3.1243
H -5.3174 -1.6976 1.7284
H -4.3472 -2.5026 0.4508
H -3.7115 5.1680 -0.5151
H -2.4740 0.7428 -4.0113
H 1.3430 -0.1749 -3.7080
H 0.3815 3.9446 -4.4911
H 0.9662 1.6460 1.0382
H -0.0393 -4.6166 4.5245
H 2.7090 -0.9003 -4.6637
H 2.2512 3.8362 5.7044
H 3.1073 0.4906 -2.1346
H 1.4068 -2.0763 -2.1661
H 0.5067 -3.0572 5.2704